(1)
87
Properties=species:S:1:pos:R:3:lowdin_charge:R:1 method="wB97M-V/def2-TZVPD" gap_ev="6.7982 / 7.0284" relative_energy_kj_mol=0.0 e_homo_ev="-12.95 / -13.43" spin_multiplicity=4 charge=+2 s2=3.76
Tm -0.31587 1.60183 -0.06823 1.542
N -0.39767 -3.39847 1.13097 0.155
C -0.69357 -2.22567 0.56067 -0.143
N -0.22967 -1.07137 0.93277 0.112
C 0.57973 -1.06307 2.06117 -0.301
N 0.82053 0.02153 2.71307 0.066
N 0.42463 1.21393 2.22507 -0.071
C 0.28143 2.11553 3.14307 -0.032
C 0.09543 3.49663 2.78817 -0.265
C 0.16173 4.48003 3.77627 0.018
C 0.05593 5.80933 3.40627 -0.008
C -0.10987 6.10253 2.06057 -0.001
C -0.14667 5.06193 1.13697 -0.094
N -0.04897 3.77613 1.47077 0.050
C 1.12323 -2.29867 2.58207 -0.101
C 2.14923 -2.32677 3.52717 -0.003
C 2.62723 -3.53757 3.97587 -0.039
C 2.06753 -4.72987 3.52157 -0.033
C 1.04353 -4.72317 2.59467 0.009
C 0.58383 -3.50377 2.10907 -0.172
H -0.85007 -4.24607 0.81227 0.171
H -1.37637 -2.24387 -0.28153 0.083
H 0.39043 1.84463 4.19097 0.147
H 0.31383 4.19453 4.80627 0.128
H 0.10813 6.58743 4.15287 0.128
H -0.20507 7.12303 1.72787 0.123
H -0.27227 5.29493 0.08827 0.106
H 2.53943 -1.38457 3.87297 0.117
H 3.43983 -3.56757 4.68147 0.117
H 2.44363 -5.66697 3.89747 0.121
H 0.61333 -5.64607 2.24057 0.122
C 3.78943 -2.21247 -1.29883 -0.030
C 2.39193 -1.70187 -0.91783 -0.370
C 1.41283 -1.87357 -2.07823 -0.064
C 2.49703 -0.27117 -0.43843 -0.210
C 3.12073 -0.01117 0.78547 -0.024
C 3.37163 1.27713 1.21597 -0.010
C 3.05123 2.37693 0.41877 -0.270
C 3.45733 3.75643 0.83207 -0.020
C 2.44063 2.13243 -0.81273 -0.101
C 2.12303 0.82523 -1.22953 -0.104
H 3.71703 -3.20267 -1.74003 0.089
H 4.42663 -2.27857 -0.42153 0.083
H 4.26453 -1.54957 -2.01573 0.095
H 2.04903 -2.31417 -0.07613 0.119
H 1.82713 -1.47327 -2.99913 0.094
H 0.46333 -1.37147 -1.86783 0.050
H 1.21573 -2.92947 -2.24653 0.092
H 3.45633 -0.84057 1.39167 0.123
H 3.89163 1.43363 2.14987 0.135
H 3.00133 4.02563 1.78327 0.080
H 3.18203 4.49543 0.08607 0.088
H 4.53683 3.79373 0.96707 0.100
H 2.36723 2.94053 -1.52993 0.121
H 1.80823 0.67863 -2.26123 0.124
F -0.94417 1.62743 -2.09953 -0.292
P -1.39707 3.35663 -2.18153 0.289
F -0.84537 3.34553 -3.63863 -0.037
F -1.64837 4.88813 -2.07663 -0.035
F 0.14813 3.51723 -1.54533 -0.206
F -2.85777 2.93403 -2.54473 -0.057
F -1.81447 3.16703 -0.53683 -0.236
C -3.32827 1.22883 0.86097 -0.185
O -2.33197 0.66803 0.03347 -0.572
H -3.81767 0.45983 1.46527 0.086
H -4.08377 1.75383 0.26507 0.094
H -2.86137 1.95363 1.54437 0.081
C -4.40667 -1.32587 -0.53143 -0.195
P -3.00067 -0.69337 -1.51703 1.042
C -3.87257 0.28223 -2.79603 -0.188
C -2.46497 -2.15207 -2.51483 -0.371
C -1.72897 -1.88907 -3.66663 -0.107
C -1.35417 -2.92747 -4.49703 -0.053
C -1.65677 -4.23727 -4.15233 -0.048
C -2.32977 -4.50487 -2.96973 -0.058
C -2.72407 -3.46817 -2.13953 -0.107
H -4.96387 -2.02657 -1.14653 0.066
H -5.05487 -0.49557 -0.26943 0.054
H -4.07367 -1.80597 0.38407 0.058
H -4.51087 -0.40957 -3.34303 0.076
H -3.17247 0.73243 -3.49183 0.041
H -4.47127 1.06783 -2.34523 0.056
H -1.47907 -0.86927 -3.92453 0.107
H -0.82067 -2.71387 -5.41003 0.118
H -1.37977 -5.04577 -4.81093 0.118
H -2.55407 -5.52687 -2.70053 0.115
H -3.27817 -3.68707 -1.23713 0.101

(2)
16
Properties=species:S:1:pos:R:3:lowdin_charge:R:1 method="wB97M-V/def2-TZVPD" smiles=CC.CC gap_ev=12.7759 relative_energy_kj_mol=15.5 e_homo_ev=-11.65 charge=0
C 0.86732 -1.01042 1.65622 -0.174
C 2.38159 -0.93313 1.71090 -0.172
H 0.53634 -0.89488 0.62505 0.037
H 0.39645 -1.87812 2.11798 0.062
H 0.36980 -0.17337 2.16145 0.065
H 2.89493 -1.87892 1.54491 0.060
H 2.80233 -0.53605 2.63924 0.060
H 2.71132 -0.21819 0.95211 0.061
C -1.31244 0.70763 -1.01999 -0.189
C -1.96524 1.19831 -2.29974 -0.178
H -1.09494 -0.36270 -1.06757 0.055
H -0.30699 1.13671 -0.94662 0.063
H -1.88343 0.91414 -0.11895 0.064
H -1.37511 0.88340 -3.16326 0.063
H -2.95722 0.76376 -2.44437 0.061
H -2.06472 2.28184 -2.34736 0.061

(3)
14
Properties=species:S:1:pos:R:3:lowdin_charge:R:1 method="wB97M-V/def2-TZVPD" gap_ev=9.4647 relative_energy_kj_mol=380.1 e_homo_ev=-9.54 charge=0
C -0.03747 1.86529 0.11110 0.005
C -0.01699 0.38781 -0.08976 -0.403
C -0.05951 -0.68428 0.96792 -0.214
N 0.10706 -1.86176 0.15006 0.029
C -0.57344 -1.61714 -0.99557 -0.512
O -1.01267 -2.25341 -1.89836 0.129
O -0.65520 -0.09145 -1.12071 0.068
H -0.96536 2.11887 0.63817 0.104
H -0.03588 2.38386 -0.84939 0.097
H 0.80538 2.19553 0.72165 0.094
H 1.46999 -0.15182 -0.42693 0.152
H -1.05751 -0.64186 1.42647 0.147
H 0.70663 -0.59581 1.74002 0.131
H 1.32495 -1.05384 -0.37467 0.175

(4)
20
Properties=species:S:1:pos:R:3:lowdin_charge:R:1 method="wB97M-V/def2-TZVPD" gap_ev="7.2551 / 8.5329" relative_energy_kj_mol=0.0 e_homo_ev="-6.73 / -10.68" spin_multiplicity=3 charge=0 s2=2.01
C 1.50988 -0.57498 0.26676 -0.480
C 2.43325 0.13340 -0.73960 -0.254
C 0.09798 0.16721 -0.17048 -0.505
C -0.66937 0.99262 0.90887 -0.029
C -0.94983 -0.68733 -0.95174 -0.091
C 3.55434 0.84555 0.05697 -0.616
N 1.69346 1.12201 -1.46028 0.081
N 0.51840 1.11940 -1.17536 0.054
F 4.30079 1.61184 -0.74873 0.159
F 3.08336 1.63534 1.05338 0.125
F 4.22933 -0.08516 0.69302 0.168
Br 1.40876 -2.52025 -0.05416 0.747
H 1.68560 -0.31402 1.25051 0.067
H 3.08421 -0.41887 -1.33132 0.121
H -1.33938 1.72185 0.22970 0.139
H 0.11589 1.52417 1.38283 0.046
H -1.15229 0.27677 1.65097 0.106
H -1.74539 -0.09310 -1.34672 0.078
H -1.58938 -1.27542 -0.40361 0.047
H -0.41974 -1.20730 -1.68359 0.037

(5)
51
Properties=species:S:1:pos:R:3:lowdin_charge:R:1 method="wB97M-V/def2-TZVPD" gap_ev=8.7845 e_homo_ev=-8.87 charge=0
C 5.48955 -0.34050 0.60869 -0.149
C 4.89429 -1.52761 1.61774 -0.191
C 3.25711 -1.64735 1.29836 -0.225
O 3.14578 -1.80741 -0.15989 -0.256
C 1.75750 -2.02035 -0.59743 -0.236
Si 0.67787 -0.41077 -0.65327 0.517
C 1.96129 1.05497 -0.91181 -0.296
N 3.04829 0.72004 -1.90963 -0.071
O -0.47110 -0.35198 -1.97708 -0.260
C -0.90405 1.01255 -2.30285 -0.204
C -1.44660 1.90251 -1.03989 -0.195
O -2.44511 2.88166 -1.51609 -0.223
C -3.28415 3.30890 -0.34889 -0.233
C -3.68867 4.92792 -0.45518 -0.105
O 0.00443 -0.16881 0.94667 -0.403
Si -1.14952 -1.40016 1.40771 0.355
C -1.80790 -2.51312 -0.01311 -0.217
B -3.05353 -3.51755 0.49296 -0.529
O -2.68254 -4.77403 1.17917 0.041
O -4.46974 -3.15514 0.20636 -0.013
P -2.73772 -0.37422 2.57225 0.475
O -2.20311 1.23795 2.98608 -0.447
Cl -4.47137 -0.07181 1.34625 0.130
H 6.55407 0.04836 0.96171 0.075
H 5.64179 -0.72567 -0.50112 0.082
H 4.77703 0.59471 0.55005 0.062
H 5.38419 -2.55711 1.33989 0.112
H 5.11272 -1.17472 2.71244 0.108
H 2.79573 -2.53310 1.92501 0.131
H 2.79063 -0.65596 1.72337 0.120
H 1.82245 -2.40200 -1.72571 0.127
H 1.28846 -2.90232 0.01109 0.095
H 2.44841 1.27740 0.15250 0.097
H 1.44973 2.05512 -1.24079 0.070
H 3.70886 1.52034 -2.01933 0.076
H 2.67126 0.37525 -2.81945 0.071
H -0.07980 1.60619 -2.92575 0.138
H -1.82348 0.89817 -3.05494 0.148
H -1.98700 1.27465 -0.19011 0.106
H -0.56699 2.53011 -0.55480 0.135
H -4.24306 2.61786 -0.26830 0.110
H -2.70546 3.17041 0.68241 0.117
H -2.85237 5.59717 0.06395 0.081
H -3.74628 5.29255 -1.58748 0.087
H -4.70170 5.17508 0.07979 0.075
H -0.46595 -2.29190 2.37823 0.006
H -0.93917 -3.15368 -0.51802 0.098
H -2.28791 -1.89233 -0.91364 0.098
H -3.56013 -5.29707 1.21005 0.130
H -4.57626 -2.88095 -0.76846 0.126
H -1.33078 1.46769 2.52033 0.053

(6)
9
Properties=species:S:1:pos:R:3:lowdin_charge:R:1 method="wB97M-V/def2-TZVPD" gap_ev=8.3252 relative_energy_kj_mol=329.8 e_homo_ev=-9.14 charge=0
C 0.37004 -0.35837 -0.10546 -0.022
C 0.79584 0.86474 -0.36519 -0.064
C -1.06468 -0.20053 0.16395 -0.395
C -1.18351 1.21972 0.66398 0.052
N -1.86693 -0.87306 -0.52692 0.187
O -0.11157 1.79038 0.16461 -0.037
H 0.95373 -1.23528 -0.40845 0.125
H 1.61444 1.22676 -0.77755 0.080
H -2.83854 -0.53020 -0.48948 0.074

(7)
89
Properties=species:S:1:pos:R:3:lowdin_charge:R:1 method="wB97M-V/def2-TZVPD" gap_ev=7.6624 e_homo_ev=-11.84 charge=+1
C 0.47982 4.66960 -0.55691 -0.044
C 1.11720 4.65474 -1.98287 -0.198
C 0.34921 4.83073 -3.18221 -0.026
C 0.98262 4.76572 -4.46845 -0.065
C 2.39017 4.55974 -4.61390 -0.067
C 3.17015 4.38527 -3.42025 -0.051
C 2.53140 4.42446 -2.13562 -0.171
C 3.45293 4.18443 -0.89936 -0.119
N 3.64726 2.70917 -0.77010 0.083
C 4.81280 2.24110 -1.36685 -0.326
N 6.06348 2.94207 -1.34472 0.155
N 4.80471 1.08094 -1.96931 0.123
C 3.62341 0.19628 -2.07191 -0.102
C 3.28455 -0.36532 -0.64568 -0.072
C 2.60674 -1.76018 -0.68314 -0.484
O 2.31302 -2.36305 -1.65516 0.151
O 2.36203 -2.34904 0.54712 0.097
H -0.56025 5.04807 -0.69932 0.085
H 1.04867 5.33815 0.12862 0.079
H 0.45040 3.62972 -0.15223 0.081
H -0.74238 4.98134 -3.09483 0.115
H 0.32581 4.88094 -5.35232 0.110
H 2.88364 4.50010 -5.59818 0.105
H 4.25944 4.19218 -3.48570 0.102
H 2.96409 4.55136 0.03346 0.116
H 4.38980 4.76926 -1.00871 0.123
H 3.53157 2.37337 0.18496 0.150
H 6.52837 2.65289 -0.47889 0.129
H 6.62034 2.61108 -2.13588 0.108
H 5.66746 0.74535 -2.39701 0.177
H 3.91441 -0.68244 -2.70051 0.144
H 2.74862 0.66496 -2.56738 0.152
H 2.57455 0.33423 -0.14197 0.124
H 4.23818 -0.47099 -0.07859 0.137
H 2.60722 -1.69123 1.22373 0.112
C 1.60255 -7.00213 -0.80556 -0.044
C 1.59121 -6.12855 -2.07503 -0.434
C 0.62915 -4.94066 -2.06976 -0.307
F -0.66029 -5.30650 -1.91094 0.081
F 0.69854 -4.27868 -3.25034 0.097
F 1.38053 -6.91916 -3.14979 0.134
F 2.85297 -5.62605 -2.21707 0.102
O 0.82024 -8.19361 -0.82016 0.046
C -0.53855 -8.09123 -0.52366 -0.520
C -1.43208 -8.41934 -1.72349 -0.277
F -1.14577 -7.63618 -2.78441 0.096
F -2.73143 -8.20704 -1.41214 0.102
F -0.80099 -6.87942 0.00891 0.128
F -0.77989 -8.99015 0.45259 0.152
H 2.62679 -7.36445 -0.70597 0.149
H 1.42471 -6.41590 0.09773 0.144
H 0.88596 -4.23202 -1.27923 0.146
H -1.30640 -9.46032 -2.02630 0.178
C -2.94822 -2.65503 1.41827 -0.034
C -4.05613 -3.04177 0.41771 -0.438
C -3.61826 -3.22682 -1.03489 -0.297
F -3.07044 -2.11029 -1.55940 0.089
F -4.68683 -3.53473 -1.80733 0.104
F -5.06484 -2.14687 0.51077 0.133
F -4.56643 -4.23082 0.84197 0.115
O -2.80095 -1.26968 1.74377 0.045
C -2.05458 -0.46970 0.88579 -0.516
C -2.90099 0.59083 0.17662 -0.275
F -3.91950 0.03916 -0.50757 0.111
F -2.14638 1.27710 -0.72134 0.087
F -1.35877 -1.24311 0.02941 0.129
F -1.13112 0.15943 1.66077 0.122
H -3.23366 -3.11543 2.36503 0.151
H -1.98951 -3.10996 1.16424 0.142
H -2.89710 -4.04527 -1.12420 0.164
H -3.31892 1.29541 0.89712 0.154
C -1.69519 2.95527 3.96399 -0.049
C -1.27910 4.12455 4.87584 -0.437
C -1.87987 4.13627 6.28251 -0.302
F -3.22433 4.18886 6.27128 0.099
F -1.44941 5.23054 6.95611 0.100
F -1.52191 5.28860 4.23391 0.131
F 0.07793 4.04660 5.01624 0.099
O -2.75245 3.18946 3.03625 0.029
C -4.06791 3.06779 3.49130 -0.516
C -4.82644 4.39863 3.49216 -0.279
F -4.18747 5.33141 4.22724 0.100
F -6.05348 4.23716 4.03275 0.110
F -4.07594 2.45890 4.68927 0.147
F -4.67679 2.21835 2.63408 0.140
H -0.83117 2.75508 3.32832 0.139
H -1.84936 2.03143 4.52408 0.147
H -1.56774 3.25201 6.84664 0.175
H -4.93542 4.78304 2.47600 0.177

(8)
70
Properties=species:S:1:pos:R:3:lowdin_charge:R:1 method="wB97M-V/def2-TZVPD" smiles="CCO[C@@](COO)(OC(=O)COCOCCO)[C@@H](Br)CC.C1CCOC1.C1CCOC1" gap_ev=9.6529 e_homo_ev=-9.09 charge=0
C 7.86647 -0.20579 3.81188 -0.047
C 6.34577 -0.17612 3.63249 -0.246
O 6.03102 0.09939 2.26724 -0.077
C 5.18823 1.17922 2.02106 -0.485
C 5.87111 2.47016 2.50712 -0.104
O 5.18296 3.61349 2.09256 -0.126
O 5.92183 4.16954 1.04376 -0.002
O 5.18847 1.36345 0.60554 0.075
C 4.50362 0.43955 -0.12428 -0.471
O 4.73083 -0.69544 -0.18600 0.190
C 3.37207 1.03153 -0.96140 -0.096
O 2.15607 0.91522 -0.26376 -0.117
C 1.09764 0.34463 -1.01042 -0.226
O -0.11070 0.84450 -0.55497 -0.069
C -0.21535 0.81890 0.85182 -0.204
C -1.69066 0.75827 1.21638 -0.216
O -2.31140 -0.35914 0.59785 -0.062
C 3.74071 1.03343 2.57306 -0.530
Br 3.16194 -0.83646 2.73677 0.821
C 3.42205 1.75563 3.89410 -0.267
C 2.64669 3.08406 3.68235 -0.070
H 8.17610 -1.22215 4.01324 0.067
H 8.19125 0.37212 4.66692 0.070
H 8.37481 0.08781 2.90612 0.079
H 5.99504 -1.17916 3.83602 0.098
H 5.85619 0.46304 4.35378 0.103
H 6.83388 2.47897 2.00924 0.146
H 6.04127 2.48741 3.57232 0.129
H 5.29691 4.75492 0.59906 0.110
H 3.36908 0.44753 -1.87303 0.129
H 3.57160 2.06542 -1.24490 0.136
H 1.12625 -0.73703 -0.84262 0.147
H 1.20016 0.54944 -2.06855 0.138
H 0.21459 1.70810 1.30835 0.124
H 0.27035 -0.05150 1.29804 0.114
H -2.16797 1.64739 0.82320 0.120
H -1.81421 0.71601 2.29223 0.116
H -1.62268 -1.02518 0.50116 0.086
H 3.08344 1.46517 1.83619 0.075
H 2.74606 1.11691 4.43565 0.065
H 4.26609 1.90968 4.55092 0.091
H 2.75355 3.37238 2.64557 0.061
H 1.59756 2.88404 3.83847 0.068
H 2.98690 3.86762 4.33984 0.073
C -4.89195 -3.19900 -1.84670 -0.172
C -5.03540 -4.66920 -1.47165 -0.173
C -3.90102 -4.84618 -0.47186 -0.211
O -3.73116 -3.58554 0.18127 -0.143
C -4.47235 -2.57917 -0.52229 -0.203
H -5.80096 -2.75765 -2.25278 0.105
H -4.09644 -3.07928 -2.58583 0.117
H -5.99780 -4.83626 -0.98141 0.112
H -4.96364 -5.34950 -2.31934 0.110
H -2.96248 -5.09933 -0.97780 0.115
H -4.11019 -5.61468 0.27384 0.114
H -5.34507 -2.31197 0.08418 0.120
H -3.85404 -1.69270 -0.64549 0.095
C -6.68175 1.03362 -4.88201 -0.174
C -7.89642 0.17312 -5.20303 -0.175
C -7.24711 -1.14368 -5.59789 -0.207
O -6.03098 -1.24458 -4.84942 -0.152
C -5.74532 0.02136 -4.23979 -0.207
H -6.90168 1.87867 -4.23129 0.112
H -6.24237 1.41906 -5.80519 0.114
H -8.50469 0.03786 -4.30545 0.114
H -8.53267 0.58343 -5.98590 0.111
H -6.99436 -1.15746 -6.66361 0.116
H -7.87700 -2.00710 -5.38028 0.116
H -5.93552 -0.06769 -3.16456 0.114
H -4.69326 0.26695 -4.38611 0.117